DFT (ωB97M-V/def2-TZVPD) results for a cluster of 2 separate species, C3H4N2O in total.

Each line ends with the Mulliken charge.
Geometry (Å):
1 C -1.18284 -0.46410 -0.12562  -0.7730
2 C 0.09275 -0.31587 -0.67545  0.5284
3 C 0.76150 0.95302 -0.58826  -0.3464
4 N 1.39508 0.90067 0.55238  -0.2796
5 N 1.24810 -0.34181 1.08214  -0.2153
6 O 0.91783 -1.18852 -0.03790  -0.2623
7 H -1.52220 -1.46655 0.12584  0.3262
8 H -1.95414 0.27865 -0.31458  0.2852
9 H -0.26806 -0.25243 1.13965  0.3293
10 H 0.63966 1.86468 -1.15632  0.4075

Forces on the atoms, in the same order (eV/Å):
C -0.08 -0.01 -0.27
C -0.22 0.08 0.35
C 0.04 0.10 0.05
N -0.15 -0.05 -0.18
N -0.08 0.14 0.13
O 0.00 -0.17 -0.13
H 0.08 0.15 -0.02
H 0.13 -0.09 0.02
H 0.27 -0.01 -0.04
H 0.02 -0.14 0.08

The spin multiplicity is 1. The calculation puts the HOMO energy at -9.68 eV. The gap between HOMO and LUMO comes out at 9.267 eV. The LUMO energy comes out at -0.4099 eV. The total energy is -301.23890 Ha.